1.
42
Properties=species:S:1:pos:R:3 method="wB97M-V/def2-TZVPD" orbital_gap_ev=9.0 homo_energy_ev=-8.7 smiles=NCN[C@@H](CN)CO.O.O.O.O.O.O.O
H -2.35297 -1.99731 1.64931
H -0.50153 -1.80629 -0.45958
O 2.18726 -2.42074 -1.89469
C 0.37768 -0.06834 0.17438
H -2.19744 -0.53432 -0.56233
H -0.39007 -2.31771 3.43300
H 0.83941 2.30689 0.67674
H -1.06130 1.90176 -0.93528
H 1.27720 -2.07727 -1.93206
N -0.17156 1.48488 3.73471
H 2.78730 -0.23323 -2.76647
C 0.76386 1.85995 2.68983
C -0.58721 0.89944 0.85315
H -1.04371 0.40019 1.69880
N -2.53932 0.40679 -0.65968
H -0.47472 0.52133 3.61819
H 0.54734 0.14645 -0.87338
C -1.64109 1.42592 -0.12206
O -2.97922 -2.71160 1.51792
H 1.60257 1.15442 2.73494
O -0.01667 -1.47690 0.31098
H -0.96357 2.09960 3.85249
H -2.78111 -3.57516 1.87117
H -1.13583 -2.08278 -2.94522
O -0.77188 -1.50639 3.09990
O 3.63899 0.03188 -2.38250
H 0.02812 1.47841 -2.56500
O 1.77508 1.99296 -1.50734
H 1.74878 2.90272 -1.82867
H 2.19523 -2.81745 -1.01336
H -0.70068 -1.34603 2.15409
H 3.69528 -0.76348 -1.82195
H 1.29836 -0.16538 0.75421
H -2.25275 2.25294 0.23686
H 1.20782 2.81192 2.99949
N 0.15237 2.05933 1.38290
O -0.59035 -1.60901 -2.31362
H -0.58308 -0.65784 -2.53059
H -1.00456 1.37819 -3.69461
O -0.17415 0.99943 -3.38557
H 2.52582 1.57636 -1.97448
H -3.48135 0.49736 -0.32221


2.
43
Properties=species:S:1:pos:R:3 method="wB97M-V/def2-TZVPD" orbital_gap_ev=9.2 homo_energy_ev=-9.0 smiles="CC[C@@H](N)C(=O)O.O.O.O.O.O.O.O.O.O"
H 2.05247 2.94852 -0.52762
C -0.81425 -0.55952 0.59499
H 0.94824 -3.40542 -0.26438
O -1.66958 -1.22829 -0.23984
H 0.39186 -1.75387 -2.93955
H 0.25522 -0.32324 -1.22116
H 4.23145 -0.60811 -0.75822
O 0.29474 -2.71329 -2.90584
H 3.07030 -2.24152 -2.22968
H 0.94296 1.60470 1.06803
C 0.51635 -0.15892 -0.15752
O 2.08624 1.87585 4.04989
H 0.42734 -4.23343 -1.32194
H 3.57366 -2.93108 -0.96474
O -2.51200 3.98935 -0.35982
O -3.98712 -0.64797 0.71316
H 2.42089 -0.88047 0.04610
H 4.98518 0.32625 0.17369
C 0.64968 1.35904 0.05823
N 1.50388 -1.00390 0.45112
H -4.67806 -0.97542 1.28997
H -1.64688 4.16911 -0.78095
O 3.68678 -2.15314 -1.50634
H 2.24156 0.99431 4.36256
O -2.67804 1.77377 1.48658
O -0.89573 -0.41829 1.77762
H -0.33629 1.74392 -0.21221
H -3.06096 0.67748 -1.47677
O 1.19742 -4.20291 -0.75644
H -2.09541 1.83253 0.70946
O -2.99591 1.65264 -1.57929
H 1.55197 -0.70502 1.41939
H 2.59928 1.33872 -0.97986
H -3.79813 1.87090 -1.06671
H -3.85304 0.26101 1.01774
H -2.52676 -1.24065 0.28895
O 4.11933 0.20631 -0.22076
H -2.36485 2.53278 2.02187
H 1.16950 2.04095 4.28598
C 1.71713 1.97350 -0.89547
H -3.06019 4.02910 -1.14752
H 1.24986 2.13188 -1.87858
H -0.66683 -2.81249 -3.06922


3.
45
Properties=species:S:1:pos:R:3 method="wB97M-V/def2-TZVPD" orbital_gap_ev=10.4 homo_energy_ev=-10.3 smiles="O=CCCNC(=O)O.O.O.O.O.O.O.O.O.O.O"
H -0.46969 3.99983 -1.89833
O 3.12286 0.55844 2.07278
H -1.60828 0.23156 -2.59057
H -2.09842 -0.40879 -0.41436
H 2.34100 2.27888 -0.94197
H -1.08401 1.72976 1.15761
O 0.46521 0.84496 -0.68134
C 0.33578 0.39741 0.47159
H 1.39476 -1.15157 0.13231
H 2.07493 0.01743 -2.10981
H -0.37703 2.69450 -0.93440
H -3.00679 -1.58359 -0.46012
O 2.11610 3.19164 -1.24345
H -0.44631 -1.06166 -3.83514
H 2.76255 -0.13675 1.51212
N -0.35087 1.02253 1.43622
C -0.67355 0.46836 2.76036
O 2.44241 -2.06990 -2.01578
C -2.00431 -0.16122 2.97757
H -0.33320 1.13911 3.55014
C -3.10780 0.76727 2.55107
H 3.08674 -1.64811 -2.59301
O -0.28939 -0.77671 -2.93089
O -0.73561 3.58594 -1.08361
H 0.64058 -0.48335 -2.85203
O -3.09052 1.96572 2.69196
H 0.23715 -0.27710 2.99407
O -0.21443 -2.42371 -0.86689
H 1.14005 -3.11274 0.82105
O 2.00847 0.53124 -2.91897
H -3.94368 0.30568 1.99251
O -2.36884 -1.19302 0.15340
H -0.44929 -1.99122 -1.71596
H -2.07425 1.12610 -1.50054
O 1.46574 -3.54193 1.63118
O -2.37304 0.36030 -1.99935
H -0.84574 -2.09240 -0.15409
H 2.64979 -2.96913 -1.70983
O 1.13613 -0.59431 0.87963
H 2.56986 1.06546 2.65246
H 1.60322 3.59366 -0.49476
H 0.82698 -4.26310 1.59250
H -2.00907 -1.12930 2.52167
H -2.11817 -0.20524 4.12243
H 1.65198 1.39908 -2.72944